#1
C19H30N2O2 as an isolated structure, computed with ωB97M-V/def2-TZVPD.

Properties
LUMO energy   0.6798 eV
Total charge   0
Highest occupied orbital energy   -7.71 eV
Gap between HOMO and LUMO   8.39 eV

Each line ends with the natural charge from an NBO analysis.
Geometry (Å):
1 C -1.93815 5.75673 3.49330  -0.663
2 C -0.57865 5.62496 3.03890  0.038
3 O -0.52264 5.35764 1.72379  -0.508
4 C -0.76451 4.07679 1.08587  0.271
5 C -1.18275 2.98309 1.63048  -0.257
6 C -1.32213 1.68538 1.14140  -0.196
7 C -1.11046 1.55282 -0.21581  0.042
8 C -1.05266 2.68747 -0.96155  -0.244
9 C -0.73904 3.84489 -0.32300  -0.172
10 H -0.33713 4.82348 -0.86918  0.215
11 H -0.93667 2.51862 -1.82737  0.190
12 C -1.72386 0.16777 -0.89155  -0.276
13 N -0.40382 -0.09459 -1.74097  -0.447
14 C -0.62717 -1.17579 -2.47622  -0.217
15 C -0.88550 -2.59786 -2.11734  -0.221
16 N 0.50949 -2.98109 -1.20993  -0.459
17 C 0.63836 -4.24192 -1.03303  0.031
18 C 1.97885 -4.82054 -0.39672  -0.412
19 H 2.31843 -3.94254 0.16904  0.199
20 H 2.60320 -5.35191 -1.00898  0.205
21 C 1.06773 -5.74211 0.55213  -0.404
22 H 1.56343 -5.76449 1.77889  0.156
23 H 1.12823 -6.78998 0.44536  0.225
24 C -0.05096 -5.06676 0.38974  -0.529
25 H -0.77217 -4.33053 1.04370  0.217
26 H -1.06654 -5.56069 0.07888  0.207
27 H 0.36649 -4.79540 -2.00804  0.187
28 C 0.32567 -2.03529 0.02172  -0.230
29 H 1.39625 -2.36093 0.55558  0.203
30 C 0.71828 -0.53338 -0.58855  -0.069
31 C 1.93311 -0.43337 -1.16594  -0.459
32 H 2.02766 -1.04387 -2.22154  0.228
33 H 2.77645 -0.73999 -0.46567  0.213
34 C 2.35517 1.07534 -1.69772  -0.075
35 O 2.45809 1.86647 -0.49834  -0.777
36 H 3.02424 1.48797 0.32967  0.467
37 H 1.31327 1.48112 -2.22367  0.233
38 H 3.43772 1.12027 -2.02888  0.198
39 H 0.58113 0.07377 0.28950  0.231
40 H -0.45171 -2.20247 0.62060  0.180
41 H -0.69476 -3.18752 -2.82886  0.197
42 H -1.53255 -2.81952 -1.30331  0.196
43 H -1.42260 -0.96044 -3.20549  0.205
44 H 0.36110 -1.15834 -3.34629  0.165
45 H -2.10269 -0.55026 -0.19152  0.202
46 H -2.35804 0.63781 -1.68444  0.220
47 H -1.63922 0.96662 1.74829  0.195
48 H -1.13457 3.11051 2.86050  0.188
49 H -0.10762 6.38047 3.20632  0.160
50 H -0.07022 4.51690 3.62960  0.096
51 H -2.10830 5.94697 4.51704  0.219
52 H -2.48920 6.55173 2.89126  0.212
53 H -2.75606 4.98601 3.28832  0.224

#2
One molecule with the formula C19H30N2O2, computed with ωB97M-V/def2-TZVPD.

Properties
LUMO energy   0.9061 eV
SMILES   CCN(CC)CCCN(Cc1ccc(C)o1)Cc1ccc(C)o1
Total charge   0
Highest occupied orbital energy   -7.91 eV
Gap between HOMO and LUMO   8.81 eV

Each line ends with the natural charge from an NBO analysis.
Geometry (Å):
1 C 3.51136 -2.09078 -3.71219  -0.636
2 C 2.18250 -2.52921 -3.08226  -0.196
3 N 1.05699 -1.64833 -3.30562  -0.467
4 C 0.67834 -1.47921 -4.69347  -0.205
5 C -0.81582 -1.19350 -4.82157  -0.610
6 C 1.08409 -0.42425 -2.52279  -0.213
7 C 0.12196 -0.52336 -1.33613  -0.425
8 C 0.15254 0.75783 -0.49152  -0.218
9 N -0.66818 0.76677 0.70297  -0.425
10 C -0.22874 -0.15107 1.74725  -0.275
11 C 1.16126 0.14407 2.19463  0.275
12 C 2.35295 -0.45620 1.91409  -0.306
13 C 3.34310 0.27417 2.61777  -0.327
14 C 2.68608 1.26986 3.27643  0.289
15 C 3.17287 2.35162 4.17325  -0.650
16 O 1.36202 1.19235 3.02322  -0.405
17 C -2.09020 0.63952 0.44262  -0.263
18 C -2.88395 1.14818 1.60194  0.268
19 C -2.72291 2.24197 2.39658  -0.301
20 C -3.78340 2.20753 3.33725  -0.319
21 C -4.51834 1.09746 3.05018  0.279
22 C -5.74494 0.53127 3.67199  -0.649
23 O -3.97219 0.44611 1.99613  -0.414
24 H 4.29622 -2.79299 -3.44297  0.212
25 H 3.43077 -2.06106 -4.79613  0.203
26 H 3.79845 -1.10209 -3.36077  0.202
27 H 2.30990 -2.62518 -2.00077  0.189
28 H 1.91281 -3.51595 -3.47244  0.191
29 H 0.90017 -2.41373 -5.21460  0.193
30 H 1.24638 -0.67249 -5.18931  0.161
31 H -1.07299 -0.24480 -4.35812  0.198
32 H -1.38323 -1.98101 -4.33325  0.211
33 H -1.09880 -1.15239 -5.87073  0.207
34 H 2.09214 -0.21911 -2.14088  0.182
35 H 0.79772 0.42699 -3.14780  0.188
36 H -0.88500 -0.70619 -1.71220  0.202
37 H 0.41272 -1.37851 -0.72496  0.196
38 H 1.18119 0.95083 -0.17507  0.207
39 H -0.16888 1.60311 -1.10847  0.191
40 H -0.90576 -0.00776 2.59438  0.231
41 H -0.28471 -1.20623 1.43033  0.183
42 H 2.50980 -1.31227 1.28950  0.222
43 H 4.39662 0.08169 2.62977  0.223
44 H 4.25196 2.28639 4.27459  0.227
45 H 2.90939 3.32772 3.76779  0.224
46 H 2.71529 2.26369 5.15797  0.224
47 H -2.31915 1.23781 -0.44573  0.214
48 H -2.40298 -0.40038 0.24467  0.185
49 H -1.94038 2.96763 2.32324  0.233
50 H -3.97158 2.91457 4.11944  0.223
51 H -5.55756 -0.47853 4.03573  0.222
52 H -6.55305 0.48006 2.94294  0.222
53 H -6.05486 1.15738 4.50310  0.227

Most favorable structure: #2. The second most favorable one is 1581.2 kJ/mol above it.

#1
A 2-piece molecular cluster, C9H15N2O overall, computed with ωB97M-V/def2-TZVPD.

Properties
LUMO energy   -4.2569 eV
Total charge   +1
Highest occupied orbital energy   -12.68 eV
Gap between HOMO and LUMO   8.42 eV

Each line ends with the natural charge from an NBO analysis.
Geometry (Å):
1 C -3.17257 0.14318 0.29977  -0.161
2 C -2.31402 1.16655 0.41260  -0.183
3 C -2.65933 -1.04120 -0.20486  -0.173
4 C -0.99838 1.07219 -0.01420  -0.197
5 C -1.28131 -1.19106 -0.49951  -0.162
6 C -0.38333 -0.12932 -0.38128  -0.202
7 C 1.06779 1.22318 -2.61516  -0.252
8 C 1.57671 -1.14734 0.28021  -0.392
9 C 0.96457 -0.36850 -0.70803  0.642
10 N 0.73515 0.66427 2.41904  -1.095
11 N 2.94815 -1.52568 0.22064  -0.826
12 O 1.62408 0.17205 -1.72388  -0.413
13 H -4.16436 0.31875 0.48230  0.233
14 H -2.60663 2.13298 0.79446  0.234
15 H -3.33311 -1.85065 -0.14636  0.234
16 H -0.37503 1.96529 0.01995  0.218
17 H -0.96413 -2.17634 -0.54248  0.222
18 H -0.03481 0.89017 -2.84754  0.214
19 H 1.66763 1.31956 -3.50433  0.244
20 H 0.99110 2.03642 -1.87960  0.210
21 H 0.80823 -1.89787 0.61624  0.260
22 H 1.50821 -0.42866 1.14645  0.384
23 H 0.02650 1.20585 1.92208  0.388
24 H 1.40451 1.20650 3.07403  0.400
25 H 3.39487 -1.59629 -0.65892  0.393
26 H 0.35354 0.05712 3.14475  0.385
27 H 3.21596 -2.22116 0.89361  0.396

#2
An isolated ion of composition C9H15N2O and charge +1, computed with ωB97M-V/def2-TZVPD.

Properties
LUMO energy (spin up / spin down)   -3.9822 / -3.9817 eV
SMILES   C=[N+](C)CCN(C)c1ccco1
Total charge   +1
Highest occupied orbital energy (spin up / spin down)   -11.65 / -11.65 eV
Gap between HOMO and LUMO (spin up / spin down)   7.67 / 7.67 eV

Each line ends with the natural charge from an NBO analysis.
Geometry (Å):
1 C 0.79183 -0.19004 1.47016  0.027
2 N 1.54323 -0.90070 0.62653  -0.289
3 C 2.98889 -0.63722 0.43816  -0.404
4 C 0.83952 -1.52818 -0.47001  -0.227
5 C 0.22859 -0.30498 -1.20188  -0.235
6 N -0.46902 0.51461 -0.36227  -0.403
7 C -0.34029 2.03596 -0.53005  -0.423
8 C -1.83570 0.13377 -0.07552  0.412
9 C -2.87446 0.73300 0.61496  -0.335
10 C -3.94789 -0.23928 0.57564  -0.277
11 C -3.46285 -1.35547 -0.12328  0.085
12 O -2.18997 -1.09891 -0.44944  -0.435
13 H -0.09037 -0.71456 1.84084  0.237
14 H 1.56380 0.47036 2.09197  0.240
15 H 3.37692 -1.56517 0.15394  0.232
16 H 3.08368 0.09464 -0.40890  0.214
17 H 3.36487 -0.18918 1.36554  0.231
18 H -0.00932 -2.10855 -0.02738  0.241
19 H 1.47064 -1.99910 -1.14532  0.235
20 H 0.90838 0.19775 -1.75255  0.217
21 H -0.43543 -0.83323 -1.90798  0.239
22 H -0.32262 2.53316 0.52372  0.228
23 H 0.61920 2.37146 -0.97832  0.230
24 H -1.21679 2.36841 -1.18645  0.232
25 H -2.85076 1.82959 0.72702  0.251
26 H -4.91620 -0.19630 1.07539  0.252
27 H -3.81661 -2.28972 -0.49182  0.227

Most favorable structure: #1. The second most favorable one is 59.9 kJ/mol above it.